This record from the OMol25 dataset describes C3H2O3Tm as an isolated structure at a distorted geometry. The level of theory is ωB97M-V/def2-TZVPD.

Cartesian coordinates (Å):
C 2.81 -4.43 -1.54
C 3.22 -3.28 -1.83
O 3.00 -2.06 -1.57
C 1.70 -1.61 -0.48
O 1.04 -2.60 -0.12
O 1.73 -0.49 -0.04
H 2.93 -5.46 -1.85
Tm 1.74 1.84 0.15
H 1.54 -3.72 -0.48

Calculated values
**2S+1**: 3
**Orbital gap (spin up / spin down)**: 8.8 / 6.1 eV
**E_HOMO (spin up / spin down)**: -23.04 / -22.25 eV
**E_tot**: -38776.257 eV
**Net charge**: +3
**ΔE to the lowest compared entry with this formula, charge and spin**: 60.1 kcal per mole

List of Löwdin charges in e, atom by atom:
1 C 0.3868
2 C 0.0672
3 O 0.1783
4 C -0.3102
5 O 0.2645
6 O 0.0341
7 H 0.1515
8 Tm 1.9104
9 H 0.3173

This record from the OMol25 dataset describes C9H18BBr3N2O2PS as an isolated structure at a distorted geometry. The level of theory is ωB97M-V/def2-TZVPD.

Cartesian coordinates (Å):
C -3.18 -1.62 0.59
C -3.30 -2.59 -0.68
S -2.26 -2.10 -2.14
C -0.48 -1.87 -1.65
N -0.25 -0.80 -0.63
C -0.67 0.54 -1.01
C -0.23 1.33 0.24
P -0.53 3.21 0.24
C -1.78 3.64 -1.15
O 1.01 3.87 -0.22
N 0.39 0.50 1.27
C 0.36 -0.82 0.66
B 1.00 -2.12 1.40
C 0.76 -2.37 3.00
O 1.80 -2.98 0.56
H -3.17 -0.51 0.31
H -4.08 -1.80 1.28
H -2.22 -1.84 1.21
H -4.40 -2.54 -1.03
H -3.11 -3.66 -0.33
H 0.04 -2.83 -1.32
H 0.06 -1.53 -2.61
H -1.16 0.91 -1.97
H -1.84 4.78 -1.22
H -1.34 3.23 -2.13
H -2.78 3.13 -0.95
H 1.64 3.11 -0.17
H 0.77 0.82 2.17
H -0.08 -1.67 3.37
H 1.72 -1.99 3.53
H 0.55 -3.47 3.22
H 1.83 -3.88 0.95
C 5.07 2.71 -1.02
Br 4.03 1.60 0.19
Br 3.94 3.57 -2.35
Br 6.16 3.99 -0.06
H 5.74 2.05 -1.56

Calculated values
**Orbital gap**: 7.2 eV
**E_HOMO**: -11.36 eV
**E_tot**: -247620.107 eV
**Net charge**: +1

List of Löwdin charges in e, atom by atom:
1 C -0.1641
2 C -0.5121
3 S 0.8440
4 C -0.4043
5 N -0.0888
6 C 0.0197
7 C -0.3063
8 P 0.8903
9 C -0.2824
10 O -0.3835
11 N 0.1442
12 C -0.0532
13 B -0.3298
14 C -0.0279
15 O 0.0830
16 H 0.0735
17 H 0.0891
18 H 0.0647
19 H 0.0932
20 H 0.0867
21 H 0.1048
22 H 0.1249
23 H 0.1366
24 H 0.0626
25 H 0.0388
26 H 0.0590
27 H -0.0420
28 H 0.1735
29 H 0.0803
30 H 0.0974
31 H 0.0877
32 H 0.1184
33 C -1.5959
34 Br 0.5523
35 Br 0.5917
36 Br 0.5970
37 H -0.0228

This record from the OMol25 dataset describes a 6-piece molecular cluster, C3H18O5 overall at a distorted geometry. The level of theory is ωB97M-V/def2-TZVPD.

Cartesian coordinates (Å):
C -0.32 2.02 -0.19
C -0.90 1.46 -1.47
C -0.87 -0.09 -1.48
H -1.05 1.94 0.63
H -0.26 3.11 -0.20
H 0.55 1.46 0.14
H -0.41 1.83 -2.37
H -1.93 1.77 -1.64
H -0.95 -0.45 -0.46
H -1.70 -0.52 -2.04
H 0.04 -0.44 -1.98
H 2.66 0.30 0.51
H 3.47 -0.80 -0.05
O 2.72 -0.66 0.54
H -2.74 -0.36 1.36
H -3.60 -1.01 0.28
O -3.66 -0.48 1.08
H -0.16 -0.42 1.87
H -0.82 0.41 3.06
O -0.96 -0.27 2.39
H 3.25 1.61 -2.58
H 1.98 0.76 -2.49
O 2.81 0.93 -2.04
H 0.09 -2.92 0.43
H 1.50 -2.28 0.71
O 0.61 -2.40 1.06

Calculated values
**Orbital gap**: 11.0 eV
**E_HOMO**: -10.70 eV
**E_tot**: -13640.497 eV
**Net charge**: 0
**ΔE to the lowest compared entry with this formula, charge and spin**: 2.8 kcal per mole

List of Löwdin charges in e, atom by atom:
1 C -0.1184
2 C -0.3056
3 C -0.1047
4 H 0.0676
5 H 0.0709
6 H 0.0550
7 H 0.0873
8 H 0.0973
9 H 0.0414
10 H 0.0694
11 H 0.0585
12 H 0.0308
13 H 0.0463
14 O -0.0575
15 H -0.0139
16 H 0.0211
17 O -0.0705
18 H 0.0115
19 H 0.0546
20 O -0.0568
21 H 0.0501
22 H 0.0268
23 O -0.0533
24 H 0.0405
25 H 0.0091
26 O -0.0573

This record from the OMol25 dataset describes C33H83N6O15V as an isolated structure at a distorted geometry. The level of theory is ωB97M-V/def2-TZVPD.

Cartesian coordinates (Å):
O 2.18 -1.94 -1.69
V 1.11 -1.45 -0.54
O -0.30 -1.78 -1.18
O 2.03 0.20 3.00
C 1.75 -0.37 1.81
O 2.58 -0.80 1.03
O 0.53 -0.39 1.45
H 1.20 0.57 3.33
C -5.15 7.39 -2.36
O -4.44 7.18 -3.57
C -4.21 5.88 -4.00
C -3.36 5.05 -3.04
N -3.58 3.59 -3.25
C -3.45 3.11 -4.65
C -3.39 1.59 -4.76
O -2.33 1.17 -3.94
C -2.03 -0.23 -3.96
H -6.16 6.99 -2.46
H -5.25 8.47 -2.31
H -4.72 6.96 -1.46
H -3.76 6.00 -4.98
H -5.14 5.35 -4.22
H -3.66 5.23 -2.01
H -2.31 5.33 -3.15
H -2.83 3.16 -2.72
H -2.47 3.44 -5.02
H -4.24 3.50 -5.28
H -3.23 1.40 -5.82
H -4.32 1.08 -4.51
H -2.96 -0.72 -3.66
H -1.19 -0.36 -3.29
H -1.73 -0.59 -4.95
C 0.34 1.94 5.48
O -0.34 1.47 4.34
C -1.65 2.01 4.14
C -2.53 1.04 3.35
N -2.01 0.96 2.01
C -2.77 0.05 1.15
C -4.20 0.55 0.93
O -4.92 -0.05 -0.12
C -4.75 0.58 -1.38
H 0.50 3.02 5.36
H 1.27 1.40 5.63
H -0.23 1.73 6.39
H -1.53 2.96 3.62
H -2.11 2.18 5.11
H -3.51 1.52 3.41
H -2.65 0.05 3.79
H -1.02 0.75 2.03
H -2.91 -0.96 1.54
H -2.25 0.01 0.20
H -4.13 1.62 0.69
H -4.76 0.35 1.84
H -5.43 0.12 -2.10
H -3.74 0.42 -1.75
H -4.83 1.67 -1.43
C 3.86 -4.59 -0.79
O 3.92 -4.03 0.50
C 4.70 -4.78 1.50
C 5.00 -3.75 2.57
N 3.91 -3.12 3.26
C 3.13 -3.97 4.12
C 1.98 -3.09 4.66
O 0.84 -2.94 3.79
C -0.16 -2.14 4.34
H 3.77 -5.67 -0.63
H 4.81 -4.37 -1.28
H 3.01 -4.18 -1.32
H 5.62 -5.03 0.97
H 4.15 -5.67 1.83
H 5.56 -2.98 2.04
H 5.63 -4.18 3.35
H 3.39 -2.39 2.79
H 3.72 -4.40 4.92
H 2.72 -4.79 3.52
H 2.34 -2.08 4.86
H 1.62 -3.43 5.64
H -0.83 -1.84 3.54
H 0.18 -1.25 4.87
H -0.80 -2.71 5.02
C 2.24 1.32 -1.28
O 0.98 0.67 -1.25
C -0.14 1.52 -1.45
C -0.28 2.62 -0.37
N -1.60 3.00 -0.12
C -1.73 4.36 0.39
C -3.20 4.58 0.75
O -3.35 5.89 1.31
C -4.71 6.16 1.64
H 3.05 0.65 -1.01
H 2.28 2.11 -0.53
H 2.48 1.69 -2.28
H -1.04 0.93 -1.28
H -0.18 1.92 -2.47
H 0.29 3.53 -0.54
H 0.15 2.18 0.54
H -1.99 2.34 0.55
H -1.35 5.01 -0.39
H -1.02 4.50 1.21
H -3.50 3.88 1.54
H -3.87 4.40 -0.10
H -5.08 5.46 2.39
H -5.27 6.29 0.71
H -4.84 7.14 2.11
C 0.14 -4.99 -1.04
C -0.02 -4.42 0.38
C -0.09 -5.53 1.47
O -1.10 -6.49 1.04
C -1.04 -7.76 1.67
N 0.97 -3.40 0.76
H 0.44 -4.17 -1.70
H -0.80 -5.38 -1.42
H 0.97 -5.70 -1.08
H -0.94 -3.83 0.40
H -0.35 -5.14 2.45
H 0.90 -5.99 1.53
H -0.82 -7.68 2.74
H -0.18 -8.27 1.22
H -2.00 -8.22 1.46
H 1.89 -3.84 0.74
H 0.94 -3.28 1.77
C 5.98 -1.55 -0.79
C 6.15 -1.42 -2.30
C 5.21 -0.35 -2.91
O 5.48 -0.22 -4.27
C 4.48 0.54 -4.98
N 7.53 -1.18 -2.76
H 6.56 -0.76 -0.32
H 6.39 -2.46 -0.37
H 4.92 -1.42 -0.55
H 5.85 -2.38 -2.74
H 5.44 0.58 -2.38
H 4.17 -0.58 -2.67
H 3.50 0.10 -4.78
H 4.67 0.50 -6.05
H 4.40 1.60 -4.73
H 7.67 -0.26 -2.34
H 7.32 -0.89 -3.71

Calculated values
**Orbital gap**: 8.5 eV
**E_HOMO**: -8.53 eV
**E_tot**: -100903.848 eV
**Net charge**: 0
**ΔE to the lowest compared entry with this formula, charge and spin**: 0.0 kcal per mole

Löwdin atomic charge list, values in e, 99 entries:
1 O -0.3401
2 V 0.9288
3 O -0.3009
4 O 0.1363
5 C -0.7889
6 O 0.0012
7 O -0.0669
8 H 0.0757
9 C -0.0937
10 O -0.1802
11 C -0.2498
12 C -0.1843
13 N -0.0422
14 C -0.1952
15 C -0.2370
16 O -0.2276
17 C -0.0719
18 H 0.0906
19 H 0.0931
20 H 0.0601
21 H 0.1244
22 H 0.1196
23 H 0.0793
24 H 0.1205
25 H 0.0721
26 H 0.1200
27 H 0.1132
28 H 0.1212
29 H 0.1200
30 H 0.0872
31 H 0.0672
32 H 0.0907
33 C -0.0983
34 O -0.2379
35 C -0.1742
36 C -0.2012
37 N -0.0622
38 C -0.1783
39 C -0.2283
40 O -0.1659
41 C -0.0907
42 H 0.0966
43 H 0.0897
44 H 0.0896
45 H 0.1255
46 H 0.1207
47 H 0.1164
48 H 0.1223
49 H 0.0703
50 H 0.1215
51 H 0.0991
52 H 0.1035
53 H 0.1203
54 H 0.0904
55 H 0.0633
56 H 0.0773
57 C -0.0940
58 O -0.2650
59 C -0.1675
60 C -0.2077
61 N -0.0597
62 C -0.1779
63 C -0.1760
64 O -0.2201
65 C -0.1119
66 H 0.0889
67 H 0.0847
68 H 0.0599
69 H 0.1205
70 H 0.1136
71 H 0.1170
72 H 0.1210
73 H 0.0917
74 H 0.1205
75 H 0.1049
76 H 0.1176
77 H 0.1187
78 H 0.0842
79 H 0.0834
80 H 0.0929
81 C -0.0585
82 O -0.2710
83 C -0.1500
84 C -0.2248
85 N -0.0694
86 C -0.1778
87 C -0.2101
88 O -0.1944
89 C -0.1018
90 H 0.0720
91 H 0.1024
92 H 0.1037
93 H 0.1001
94 H 0.1322
95 H 0.1210
96 H 0.1169
97 H 0.0587
98 H 0.1165
99 H 0.1177

This record from the OMol25 dataset describes a 2-piece molecular cluster, C3H5N2O2 overall at a distorted geometry. The level of theory is ωB97M-V/def2-TZVPD.

Cartesian coordinates (Å):
C -0.38 0.76 0.74
C 0.45 -0.11 1.18
C -1.52 0.61 -0.33
N 1.25 -1.01 1.28
N 1.75 -0.71 -1.59
O 2.24 -1.08 -0.66
O 0.86 -0.33 -2.16
H -0.36 1.74 1.12
H -2.44 0.63 0.29
H -1.55 -0.25 -0.89
H -1.62 1.50 -1.02
H 1.32 -1.74 2.04

Calculated values
**Orbital gap (spin up / spin down)**: 8.0 / 5.7 eV
**E_HOMO (spin up / spin down)**: -14.18 / -13.35 eV
**E_tot**: -10252.532 eV
**Net charge**: +1
**ΔE to the lowest compared entry with this formula, charge and spin**: 164.8 kcal per mole

List of Löwdin charges in e, atom by atom:
1 C -0.0597
2 C -0.1325
3 C -0.0353
4 N 0.2092
5 N -0.1053
6 O 0.2792
7 O 0.3128
8 H 0.1171
9 H 0.1030
10 H 0.0283
11 H 0.1160
12 H 0.1673

> Number 5 is which compound?

C3H5N2O2

> Number 1 is which compound?

C3H2O3Tm